Molecular formula: C22H22ClN5O2
Method: DFT, ωB97M-V/def2-TZVPD

Output
Molar mass, g mol⁻¹: 423.90
LUMO, eV: -0.213
Kohn-Sham gap, hartree: 0.326
Charge: 0
Spin multiplicity: 1
HOMO energy, eV: -9.07
SMILES: CCNC(=O)C[C@@H]1N=C(c2ccc(Cl)cc2)c2cc(OC)ccc2-n2c(C)nnc21

Geometry (Å):
C: -5.10286 -0.71879 -0.45224
H: -6.17130 -0.85436 -0.59208
H: -4.59056 -1.61646 -0.79027
H: -4.77945 0.11884 -1.06918
C: -4.79974 -0.45496 1.01746
N: -3.37506 -0.35296 1.24939
C: -2.69791 -1.21996 2.03574
O: -3.23927 -2.05071 2.72901
C: -1.18513 -1.06488 1.96313
H: -0.90444 -0.02448 1.79159
H: -0.75017 -1.40211 2.90427
C: -0.65232 -1.98049 0.83852
N: 0.77979 -1.93821 0.69055
C: 1.41375 -0.90817 0.30593
C: 2.87435 -1.04803 0.16647
C: 3.59101 -0.29564 -0.76216
C: 4.95745 -0.45526 -0.89198
C: 5.61733 -1.37122 -0.08665
C: 4.91819 -2.13994 0.83329
C: 3.55256 -1.97965 0.95089
H: 2.98535 -2.57047 1.65203
H: 5.44255 -2.85527 1.44694
Cl: 7.32670 -1.55961 -0.23628
H: 5.51027 0.12339 -1.61536
H: 3.07825 0.40731 -1.40265
C: 0.84530 0.43099 0.01315
C: 1.51818 1.55131 0.49856
C: 1.02288 2.83160 0.28933
C: -0.17164 2.98924 -0.42062
C: -0.84638 1.89104 -0.90117
C: -0.34873 0.60509 -0.69487
N: -1.05859 -0.50561 -1.16599
C: -1.26538 -1.68667 -0.48584
N: -1.99238 -2.48936 -1.19786
N: -2.27747 -1.87507 -2.35964
C: -1.73295 -0.69620 -2.35365
C: -1.78185 0.26841 -3.47625
H: -1.91749 -0.28997 -4.39836
H: -2.62588 0.95033 -3.37115
H: -0.86242 0.84878 -3.52844
H: -1.77877 2.02506 -1.42653
H: -0.55381 3.98549 -0.57204
O: 1.60770 3.97161 0.72696
C: 2.81770 3.88300 1.44354
H: 3.09765 4.90976 1.67154
H: 3.60601 3.41632 0.84475
H: 2.69131 3.32670 2.37742
H: 2.42610 1.39251 1.05850
H: -0.90973 -3.01573 1.08996
H: -2.87034 0.30538 0.67730
H: -5.15074 -1.28168 1.63772
H: -5.28758 0.46974 1.34737

Atoms 1-3, force components in eV/Å:
C 0.1 0.0 0.3
H -0.1 0.0 -0.1
H 0.0 0.0 -0.1